{"formula": "C2H2BrIO", "method": "ωB97M-V/def2-TZVPD", "lumo_energy_ev": [-0.58, -1.19], "e_homo_ev": [-8.38, -8.57], "e_tot_ha": -3024.23475, "de_lowest_kcal_mol": 66.3, "symbols": ["C", "C", "O", "Br", "I", "H", "H"], "positions_angstrom": [[2.236, 1.682, -0.210], [0.198, 1.323, 1.329], [2.195, 2.445, -1.060], [-1.118, 1.755, 0.036], [3.570, 0.098, 0.124], [0.439, 2.028, 2.207], [0.428, 0.199, 1.329]]}



{"formula": "C2H2BrN", "method": "ωB97M-V/def2-TZVPD", "lumo_energy_ev": [-1.13, -1.13], "e_homo_ev": [-9.01, -9.01], "e_tot_ha": -2705.99796, "de_lowest_kcal_mol": 97.3, "symbols": ["C", "C", "N", "Br", "H", "H"], "positions_angstrom": [[-1.849, -0.091, -0.050], [1.772, 0.667, 0.197], [-2.144, -1.177, -0.226], [2.943, -0.543, -0.340], [-1.394, 0.822, 0.268], [0.672, 0.322, 0.151]]}



Copy entry 2 word for word.
{"formula": "C2H2BrN", "method": "ωB97M-V/def2-TZVPD", "lumo_energy_ev": [-1.13, -1.13], "e_homo_ev": [-9.01, -9.01], "e_tot_ha": -2705.99796, "de_lowest_kcal_mol": 97.3, "symbols": ["C", "C", "N", "Br", "H", "H"], "positions_angstrom": [[-1.849, -0.091, -0.050], [1.772, 0.667, 0.197], [-2.144, -1.177, -0.226], [2.943, -0.543, -0.340], [-1.394, 0.822, 0.268], [0.672, 0.322, 0.151]]}